This record from the Open Molecules 2025 dataset describes a single C7H9FNO2P molecule. The level of theory is ωB97M-V with the def2-TZVPD basis set.

```
21
C7H9FNO2P ωB97M-V with the def2-TZVPD basis set
C 2.23 2.25 0.53
C 1.69 1.62 1.62
C 1.47 2.23 -0.63
C 0.52 0.92 1.54
C 0.21 1.72 -0.67
C -0.28 0.89 0.38
C -1.55 -3.32 -1.24
N -0.63 -1.70 0.37
O -0.52 1.93 -1.81
O -0.44 -2.65 -0.64
F -2.04 -0.34 1.82
P -1.63 -0.31 0.21
H 3.19 2.58 0.55
H 2.22 1.53 2.57
H 1.79 2.69 -1.43
H 0.24 0.32 2.49
H 0.02 2.36 -2.48
H -1.32 -3.23 -2.29
H -2.49 -2.91 -1.10
H -1.59 -4.33 -0.97
H -1.11 -2.24 1.17
```

Values from the calculation:
Total charge ... 0
HOMO level (spin up / spin down) ... -4.96 / -8.61 eV
F_max ... 5.303 eV/Å
Spin multiplicity ... 3
Kohn-Sham gap (spin up / spin down) ... 5.80 / 5.85 eV
⟨S²⟩ ... 2.013
LUMO (spin up / spin down) ... 0.836 / -2.762 eV
Energy ... -24989.8921 eV